[1]
DFT (wB97M-V/def2-TZVPD) results for a molecular structure, C41H39N3O7P2Sr in a non-equilibrium geometry.

F_max = 5.64 eV Å⁻¹
Energy relative to the best compared isomer or geometry (same formula, charge and spin) = 515.9 kJ/mol
HOMO-LUMO gap (alpha / beta) = 4.134 / 4.337 eV

The geometry in ORCA input format:
```
! wB97M-V def2-TZVPD RIJCOSX def2/J DEFGRID3
* xyz 0 1
Sr -0.51 2.94 -1.73
P -1.50 -1.11 0.41
P 2.61 -0.26 0.53
O -0.86 -0.43 7.99
O -0.88 -3.57 4.15
O -0.95 1.75 7.65
O -0.85 -0.52 1.75
O -0.52 2.12 1.34
O 0.40 -2.69 2.57
O -0.67 3.42 3.11
N -0.90 0.57 7.24
N -0.69 2.29 2.60
N -0.40 -2.58 3.53
C 3.44 2.85 -2.01
C -2.73 0.14 -0.11
C -3.35 -4.52 -0.70
C -0.89 0.34 5.82
C 6.34 -2.95 0.96
C -4.85 1.34 0.10
C 2.61 3.80 0.04
C -0.34 3.09 -4.72
C 3.01 3.96 -1.29
C 4.11 -1.29 0.58
C -2.10 0.25 -3.75
C -0.90 -0.18 3.07
C 0.39 -0.01 -4.18
C -2.38 -2.67 0.54
C -0.84 -0.99 5.37
C -2.24 1.53 -4.13
C 0.50 1.18 -3.27
C -0.86 1.16 3.52
C -3.17 2.17 -1.40
C -4.39 2.33 -0.75
C 2.91 1.40 -0.13
C -2.35 1.06 -1.10
C 0.61 2.46 -3.74
C -0.90 1.40 4.91
C -0.77 -1.23 4.00
C -3.99 -4.98 0.46
C -3.05 -3.12 1.69
C 2.64 2.54 0.63
C 5.38 -0.87 0.16
C 3.96 -2.57 1.16
C -1.50 2.17 -5.25
C 6.49 -1.69 0.36
C -4.03 0.25 0.42
C -3.82 -4.28 1.65
C -2.53 -3.40 -0.66
C 2.22 -0.05 2.27
C 3.36 1.57 -1.45
C 1.34 -1.19 -0.31
C -1.02 -0.68 -4.17
C 5.07 -3.38 1.37
C 0.00 -1.03 -0.59
H -2.02 -3.06 -1.57
H 2.48 2.43 1.71
H -0.94 2.43 5.23
H -0.83 -1.83 6.04
H 1.34 3.17 -3.27
H -2.92 -0.23 -3.21
H -3.00 -2.56 2.62
H -4.42 -0.52 1.08
H -4.30 -4.63 2.56
H -5.85 1.42 0.51
H 3.06 4.96 -1.73
H 1.83 -0.98 2.67
H -2.96 2.92 -2.20
H 7.22 -3.59 1.13
H -1.45 0.78 -1.73
H 0.80 0.89 -2.22
H -1.23 -1.13 -5.16
H 5.50 0.10 -0.33
H -4.97 3.24 -0.95
H 1.46 0.73 2.36
H 2.97 -2.91 1.47
H 3.11 0.23 2.85
H 2.34 4.67 0.65
H 7.48 -1.36 0.06
H 1.85 -2.01 -0.85
H 1.12 -0.79 -3.90
H -3.50 -5.03 -1.64
H -1.11 1.41 -5.97
H -2.20 2.79 -5.84
H 4.95 -4.35 1.87
H -3.14 2.07 -3.83
H 3.84 2.97 -3.02
H -4.61 -5.87 0.43
H 0.65 0.23 -5.22
H 0.23 3.50 -5.59
H -0.26 -1.07 -1.67
H 3.67 0.70 -2.04
H -1.02 -1.54 -3.49
H -0.83 4.01 -4.31
*
```

These are the Löwdin partial charges, in e, on atoms 1 to 5:
1 Sr 1.487
2 P 0.966
3 P 0.944
4 O 0.055
5 O 0.068

=====

[2]
DFT (wB97M-V/def2-TZVPD) results for 2 unconnected molecules or ions with the total composition CH5PS2 in a non-equilibrium geometry.

F_max = 4.79 eV Å⁻¹
Energy relative to the best compared isomer or geometry (same formula, charge and spin) = 163.7 kJ/mol
SMILES string = CP=S.S
HOMO-LUMO gap = 7.478 eV

The geometry in ORCA input format:
```
! wB97M-V def2-TZVPD RIJCOSX def2/J DEFGRID3
* xyz 0 1
S -0.42 2.13 1.81
S 1.77 1.21 -2.06
P -0.90 0.36 1.14
C -0.13 -0.71 2.43
H 1.47 1.39 -3.23
H 0.50 0.68 -1.73
H -0.19 -1.73 2.14
H 0.79 -0.26 2.80
H -0.73 -0.65 3.34
*
```

These are the Löwdin partial charges, in e, on atoms 1 to 5:
1 S 0.081
2 S 0.493
3 P 0.374
4 C -0.471
5 H -0.338

=====

[3]
DFT (wB97M-V/def2-TZVPD) results for 2 unconnected molecules or ions with the total composition C4H5NO in a non-equilibrium geometry.

F_max = 1.14 eV Å⁻¹
Energy relative to the best compared isomer or geometry (same formula, charge and spin) = 426.1 kJ/mol
HOMO-LUMO gap = 9.759 eV

The geometry in ORCA input format:
```
! wB97M-V def2-TZVPD RIJCOSX def2/J DEFGRID3
* xyz 0 1
O 0.42 -1.35 -0.41
N 2.38 1.09 0.18
C 2.74 0.06 -0.20
C -0.12 1.02 0.02
C -0.16 -0.32 -0.12
C -1.77 -0.25 0.01
H 3.06 -0.90 -0.54
H -2.14 -0.55 -0.97
H -2.26 0.69 0.28
H -1.99 -1.00 0.77
H -0.16 1.50 0.99
*
```

These are the Löwdin partial charges, in e, on atoms 1 to 5:
1 O 0.028
2 N 0.086
3 C -0.036
4 C 0.144
5 C -0.609

=====

[4]
DFT (wB97M-V/def2-TZVPD) results for C3H3ClOS in the gas phase in a non-equilibrium geometry.

F_max = 3.98 eV Å⁻¹
Energy relative to the best compared isomer or geometry (same formula, charge and spin) = 397.2 kJ/mol
HOMO-LUMO gap = 8.875 eV

The geometry in ORCA input format:
```
! wB97M-V def2-TZVPD RIJCOSX def2/J DEFGRID3
* xyz 0 1
Cl 1.54 2.02 0.01
S 0.93 -1.23 0.40
O 1.99 -1.79 -0.41
C 0.76 0.53 0.12
C -0.29 -0.22 -0.59
C -1.27 0.23 0.45
H -1.45 -0.40 1.30
H -1.73 1.19 0.38
H -0.48 -0.33 -1.65
*
```

These are the Löwdin partial charges, in e, on atoms 1 to 5:
1 Cl 0.678
2 S 0.957
3 O -0.517
4 C -0.882
5 C -0.497

=====

[5]
DFT (wB97M-V/def2-TZVPD) results for 9 unconnected molecules or ions with the total composition C26H75N5O11 in a non-equilibrium geometry.

F_max = 2.56 eV Å⁻¹
Energy relative to the best compared isomer or geometry (same formula, charge and spin) = 50.6 kJ/mol
SMILES string = COC[C@H](C)N.COC[C@H](C)N.COC[C@H](C)N.COC[C@H](C)N.COC[C@H](C)N.OCCO.OCCO.CO.CO
HOMO-LUMO gap = 9.448 eV

The geometry in ORCA input format:
```
! wB97M-V def2-TZVPD RIJCOSX def2/J DEFGRID3
* xyz 0 1
O -3.99 2.80 2.27
O -6.29 0.91 0.38
O 2.66 -5.19 -5.56
O -4.06 -0.86 0.87
O 2.03 -0.85 -0.99
O 6.05 1.10 -1.37
O -0.35 -2.26 3.22
O 0.31 4.11 3.21
O -1.90 -6.85 1.91
O 1.37 -0.70 -5.67
O -0.45 -4.68 0.45
N -1.28 -1.92 0.43
N 3.03 -6.62 -2.95
N 0.67 7.06 1.06
N 5.26 3.24 0.28
N -5.92 5.06 3.24
C 2.05 -4.76 -4.33
C 3.11 2.19 0.69
C -2.48 -5.76 1.17
C 0.15 -3.49 3.74
C 6.18 0.20 -2.46
C -2.73 3.10 1.71
C -5.28 -1.27 0.23
C -0.33 0.35 0.41
C 4.71 1.12 -0.91
C -4.51 4.82 3.60
C -4.17 3.35 3.56
C -4.47 5.36 5.04
C -5.87 -0.12 -0.53
C 0.99 0.20 -6.69
C -0.32 -1.04 -0.24
C 0.77 3.66 4.47
C -1.59 -5.38 0.00
C 4.59 1.91 0.40
C 1.10 -1.59 -0.23
C 0.29 5.69 1.50
C 0.98 -5.60 -2.21
C 1.81 -5.98 -3.44
C 3.09 -4.12 -6.35
C 0.32 4.80 0.28
C 2.14 -1.29 -2.34
C 1.11 5.15 2.66
H 1.45 -1.62 0.81
H 6.08 2.94 -0.26
H 1.36 4.59 0.00
H 2.46 -2.34 -2.28
H 0.96 1.27 -6.45
H -1.98 2.49 2.23
H 0.63 -1.29 -5.50
H 1.13 5.88 3.48
H 1.62 0.10 -7.58
H -0.09 0.30 1.47
H 1.03 -4.51 -4.65
H 1.52 -4.86 -1.61
H 2.52 2.73 -0.06
H -0.75 -3.75 0.56
H -0.99 -1.87 1.41
H -0.15 5.31 -0.56
H -1.22 -6.32 -0.42
H 0.15 -3.51 4.84
H -0.15 3.85 0.53
H -6.75 -0.38 -1.13
H -4.34 -0.16 1.47
H -0.37 -4.32 3.28
H -1.04 -1.91 3.80
H 3.10 -4.43 -7.39
H -6.52 4.59 3.90
H 2.38 -3.27 -6.38
H 2.84 -0.59 -2.79
H -2.52 4.16 1.89
H -3.50 5.19 5.52
H -2.60 2.95 0.64
H -4.93 -2.08 -0.42
H -4.68 6.42 5.10
H 0.87 4.45 5.22
H 4.75 3.84 -0.35
H 4.27 0.12 -0.79
H 2.64 1.20 0.71
H 4.06 1.64 -1.62
H 5.61 0.60 -3.29
H 1.74 3.16 4.38
H -2.08 -4.80 -0.79
H -5.92 -1.71 1.00
H -0.70 5.83 1.92
H 1.20 -2.63 -0.58
H -5.11 0.31 -1.19
H -5.20 4.87 5.70
H 0.76 -6.50 -1.63
H 2.55 -3.92 -3.84
H 7.25 0.14 -2.66
H -0.01 -0.01 -7.06
H -5.01 2.79 3.99
H 3.40 -6.02 -2.21
H 4.02 -3.72 -5.93
H 0.39 1.03 -0.05
H 5.86 -0.81 -2.19
H 1.21 -6.76 -3.92
H -2.58 -4.95 1.90
H -2.23 -1.55 0.39
H -6.14 4.65 2.34
H 2.99 2.61 1.69
H 2.11 4.82 2.36
H -3.86 5.42 2.96
H -1.08 -6.52 2.28
H -3.28 3.09 4.15
H 0.02 -5.18 -2.51
H -6.11 1.73 -0.09
H 5.10 1.42 1.23
H 0.06 2.94 4.86
H 0.61 7.64 1.90
H -3.45 -6.17 0.90
H 1.18 -1.27 -2.86
H 1.66 7.07 0.83
H 3.77 -6.59 -3.64
H 1.22 -3.57 3.53
H -0.69 -0.92 -1.26
H -1.29 0.84 0.25
*
```

These are the Löwdin partial charges, in e, on atoms 1 to 5:
1 O -0.197
2 O -0.071
3 O -0.191
4 O -0.101
5 O -0.217

=====

Please write out number 3 again, unchanged.
DFT (wB97M-V/def2-TZVPD) results for 2 unconnected molecules or ions with the total composition C4H5NO in a non-equilibrium geometry.

F_max = 1.14 eV Å⁻¹
Energy relative to the best compared isomer or geometry (same formula, charge and spin) = 426.1 kJ/mol
HOMO-LUMO gap = 9.759 eV

The geometry in ORCA input format:
```
! wB97M-V def2-TZVPD RIJCOSX def2/J DEFGRID3
* xyz 0 1
O 0.42 -1.35 -0.41
N 2.38 1.09 0.18
C 2.74 0.06 -0.20
C -0.12 1.02 0.02
C -0.16 -0.32 -0.12
C -1.77 -0.25 0.01
H 3.06 -0.90 -0.54
H -2.14 -0.55 -0.97
H -2.26 0.69 0.28
H -1.99 -1.00 0.77
H -0.16 1.50 0.99
*
```

These are the Löwdin partial charges, in e, on atoms 1 to 5:
1 O 0.028
2 N 0.086
3 C -0.036
4 C 0.144
5 C -0.609